# 1
An isolated molecule of C2H2N4O2. Source: the Open Molecules 2025 dataset; level of theory: ωB97M-V/def2-TZVPD.

```
! wB97M-V def2-TZVPD RIJCOSX def2/J DEFGRID3
* xyz 0 1
C 0.0028 -0.1497 -0.1244
C 1.3065 0.0494 0.2535
H 1.9667 -0.7150 0.1661
H -1.5244 1.0095 -0.4584
N -0.8094 -1.2387 -0.2819
N 1.5679 1.3199 0.7399
N 0.3457 1.9586 0.3987
N -0.5192 1.0901 0.0603
O -1.9358 -0.9696 -0.2112
O -0.4008 -2.3546 -0.5425
*
```

Values from the calculation:
HOMO level, eV: -10.923
Kohn-Sham gap, Eh: 0.36175
Structure (SMILES): O=[N+]([O-])c1cnn[nH]1
LUMO energy, eV: -1.079

# 2
C22H29N4O2PtS2 as an isolated structure. Source: the Open Molecules 2025 dataset; level of theory: ωB97M-V/def2-TZVPD.

```
! wB97M-V def2-TZVPD RIJCOSX def2/J DEFGRID3
* xyz -1 1
Pt -0.0616 1.3104 -0.1032
C 4.0242 2.2712 3.5544
C 3.7751 0.7825 3.3942
N 3.9855 0.2981 2.0401
C 5.3186 -0.1537 1.6755
C 6.1195 0.8868 0.9126
C 2.9971 0.3270 1.1179
S 1.4805 0.9421 1.6151
N 3.3935 -0.1264 -0.0860
C 2.5020 -0.4214 -1.0273
O 1.2609 -0.4180 -0.9902
C 3.1550 -0.8878 -2.3169
C 4.5237 -1.0938 -2.4027
C 5.0958 -1.5002 -3.5986
C 4.2958 -1.6935 -4.7149
C 2.9246 -1.4867 -4.6333
C 2.3536 -1.0858 -3.4359
H 3.8237 2.5748 4.5812
H 3.3731 2.8394 2.8960
H 5.0576 2.5360 3.3317
H 2.7524 0.5392 3.6882
H 4.4428 0.2104 4.0453
H 5.2361 -1.0682 1.0868
H 5.8193 -0.4120 2.6128
H 5.5970 1.1687 0.0026
H 7.0974 0.4878 0.6384
H 6.2866 1.7819 1.5102
H 5.1215 -0.9299 -1.5169
H 6.1640 -1.6636 -3.6616
H 4.7428 -2.0012 -5.6523
H 2.2996 -1.6328 -5.5041
H 1.2921 -0.9145 -3.3375
C -7.3646 -0.1249 -1.5173
C -7.0632 0.2590 -0.0809
N -5.6417 0.1817 0.2482
C -4.9451 1.4587 0.4095
C -4.8551 2.2468 -0.8818
C -5.1578 -1.0556 0.4915
O -5.8942 -2.0390 0.4983
C -3.6948 -1.2438 0.7638
C -3.3183 -2.1534 1.7441
C -1.9761 -2.3748 1.9933
C -1.0422 -1.6647 1.2462
N -1.3915 -0.8045 0.2999
C -2.6835 -0.6131 0.0458
H -8.4333 -0.0353 -1.7149
H -7.0695 -1.1550 -1.7071
H -6.8369 0.5211 -2.2166
H -7.6107 -0.3917 0.6059
H -7.3740 1.2881 0.1181
H -3.9480 1.3090 0.8170
H -5.4938 2.0297 1.1682
H -4.3327 1.6826 -1.6517
H -4.2854 3.1546 -0.6987
H -5.8396 2.5136 -1.2637
H -4.0878 -2.6738 2.2992
H -1.6458 -3.0693 2.7532
H 0.0263 -1.7541 1.4166
H -2.8872 0.0990 -0.7437
S -1.4031 2.9423 -0.1638
*
```

Values from the calculation:
HOMO level (alpha / beta), eV: -3.215 / -3.231
Kohn-Sham gap (alpha / beta), Eh: 0.22015 / 0.22043
LUMO energy (alpha / beta), eV: 2.776 / 2.767

Copy entry 1 word for word.
An isolated molecule of C2H2N4O2. Source: the Open Molecules 2025 dataset; level of theory: ωB97M-V/def2-TZVPD.

```
! wB97M-V def2-TZVPD RIJCOSX def2/J DEFGRID3
* xyz 0 1
C 0.0028 -0.1497 -0.1244
C 1.3065 0.0494 0.2535
H 1.9667 -0.7150 0.1661
H -1.5244 1.0095 -0.4584
N -0.8094 -1.2387 -0.2819
N 1.5679 1.3199 0.7399
N 0.3457 1.9586 0.3987
N -0.5192 1.0901 0.0603
O -1.9358 -0.9696 -0.2112
O -0.4008 -2.3546 -0.5425
*
```

Values from the calculation:
HOMO level, eV: -10.923
Kohn-Sham gap, Eh: 0.36175
Structure (SMILES): O=[N+]([O-])c1cnn[nH]1
LUMO energy, eV: -1.079